[1]
Entry from the OMol25 dataset: 2 unconnected molecules or ions with the total composition C4H4N2O2 in a non-equilibrium geometry (ωB97M-V with the def2-TZVPD basis set).

```
12
Properties=species:S:1:pos:R:3:forces:R:3:lowdin_charge:R:1
C -0.761943 0.137896 -0.140489 1.622 -1.228 -0.598 -0.505
C -0.384455 -1.231143 -0.184301 1.721 -3.403 0.908 0.005
C 0.945433 -1.303559 -0.042903 -0.287 1.930 0.082 0.064
C 1.543497 0.111804 0.042775 -1.137 0.344 -2.345 -0.349
H -0.762253 2.359458 0.870493 3.260 -0.066 -3.785 0.335
H -2.602184 -0.129860 -0.022189 -0.792 -0.940 0.375 0.057
H -1.058291 -2.112844 -0.052747 0.461 1.083 -0.651 0.141
H 1.628280 -2.076529 -0.076648 0.893 -1.857 0.245 0.090
N 0.370749 0.871088 -0.258709 1.209 3.028 0.526 -0.099
N -1.887171 0.543326 0.066835 -2.900 3.844 0.390 0.199
O 0.302742 2.292445 -0.211089 -3.500 -2.105 4.043 -0.069
O 2.665597 0.537916 0.008969 -0.550 -0.631 0.811 0.132
```
Positions in Å, forces in eV/Å.

Net charge: 0
Energy relative to the best compared isomer or geometry (same formula, charge and spin), kcal per mole: 135.63
DFT total energy, eV: -11282.6583
Gap between HOMO and LUMO, eV: 8.87

[2]
Entry from the OMol25 dataset: a molecular structure, C32H30Cl5CoN8O4 in a non-equilibrium geometry (ωB97M-V with the def2-TZVPD basis set).

```
80
Properties=species:S:1:pos:R:3:forces:R:3:lowdin_charge:R:1
Co 0.096794 0.031355 0.025252 1.003 -0.169 -0.247 0.407
C -4.427252 -3.738945 3.560945 0.069 0.058 -0.017 -0.041
C -3.900701 -2.437807 4.184395 -0.135 -0.084 0.109 -0.558
C -3.290727 -2.771016 5.548481 0.006 0.038 -0.113 -0.065
C -5.065068 -1.458106 4.394904 0.051 -0.006 -0.045 -0.042
C -2.885272 -1.802213 3.247852 0.441 0.077 0.359 -0.151
C -1.596159 -1.449520 3.646175 -0.420 -0.085 -0.091 0.019
C -0.730429 -0.894947 2.726052 0.239 0.144 0.124 -0.155
N -1.035033 -0.660664 1.453335 -0.890 -0.165 0.205 0.044
C -2.299307 -0.938661 1.058746 0.411 -0.342 1.271 -0.145
C -3.214093 -1.514242 1.937389 -0.168 0.147 -0.703 0.052
C -2.613242 -0.561844 -0.306785 -0.260 0.383 -1.319 -0.154
C -3.864418 -0.718540 -0.897092 0.170 -0.221 0.685 0.051
C -4.110112 -0.308188 -2.194620 0.257 0.235 -0.459 -0.151
C -3.036928 0.267458 -2.872341 -0.343 -0.219 0.244 0.033
C -1.819110 0.391948 -2.231326 0.309 0.160 -0.287 -0.050
N -1.592973 0.001299 -0.985319 -0.695 -0.151 0.184 0.068
C -5.486173 -0.484853 -2.816585 -0.211 -0.030 -0.065 -0.558
C -5.528053 -0.003660 -4.269090 0.049 -0.017 0.096 -0.065
C -6.511801 0.323916 -2.007164 0.078 -0.021 -0.003 -0.044
C -5.871556 -1.971633 -2.789496 0.076 0.038 0.026 -0.042
H -5.138203 -4.216225 4.237618 -0.011 0.006 0.003 0.085
H -3.604996 -4.432437 3.377308 -0.027 -0.024 -0.013 0.096
H -4.934470 -3.554895 2.613267 0.002 -0.025 0.001 0.077
H -4.038032 -3.267100 6.168929 -0.010 0.004 0.004 0.085
H -2.967352 -1.869356 6.071416 0.027 -0.022 0.019 0.085
H -2.437710 -3.443521 5.443613 0.006 0.007 0.043 0.092
H -5.794591 -1.884447 5.086201 -0.007 -0.010 -0.007 0.085
H -5.573634 -1.238303 3.454703 -0.005 0.012 0.013 0.080
H -4.702832 -0.517240 4.813454 -0.024 0.006 0.001 0.091
H -1.240882 -1.613372 4.652019 0.003 0.000 -0.001 0.110
H 0.270489 -0.627429 3.036639 -0.028 0.032 -0.091 0.098
H -4.205016 -1.736912 1.564359 0.015 -0.015 0.075 0.106
H -4.654541 -1.174429 -0.314770 -0.011 0.014 -0.067 0.105
H -3.120948 0.615373 -3.890313 0.010 -0.001 0.000 0.110
H -0.985372 0.829438 -2.765032 0.039 -0.035 0.105 0.118
H -5.295778 1.060063 -4.343905 0.012 -0.009 -0.032 0.087
H -6.530644 -0.155557 -4.670923 -0.007 -0.004 -0.001 0.085
H -4.827819 -0.562451 -4.892016 -0.001 0.033 -0.022 0.092
H -6.246140 1.382653 -1.999834 -0.019 0.001 0.013 0.092
H -6.565094 -0.021271 -0.973315 -0.010 0.020 0.000 0.077
H -7.502984 0.219854 -2.452579 -0.010 -0.006 0.009 0.085
H -5.139033 -2.566910 -3.336916 -0.014 -0.021 0.012 0.096
H -6.848665 -2.113081 -3.254898 -0.012 0.008 0.005 0.085
H -5.924886 -2.352773 -1.768614 0.002 -0.021 -0.017 0.077
O 3.716346 0.566261 -5.859311 0.116 0.149 -0.106 -0.042
C 3.302105 1.552397 -5.233963 -0.538 -0.154 0.634 -0.692
O 3.360771 2.777062 -5.453162 0.127 -0.052 -0.150 -0.065
C 2.509940 1.190448 -3.908827 0.441 0.065 -0.631 -0.083
C 1.897228 2.190897 -3.168360 -0.189 -0.032 0.200 -0.009
C 1.196854 1.855261 -2.027736 0.151 -0.014 -0.203 -0.189
N 1.089910 0.594283 -1.583529 0.071 0.375 -0.225 0.005
C 1.637798 -0.380255 -2.326767 -0.052 -0.505 -0.024 -0.140
C 2.361022 -0.120575 -3.481608 -0.134 0.165 0.217 0.063
C 1.265834 -1.821965 -1.918425 0.163 0.341 -0.184 -0.619
O 1.770453 -2.749977 -2.544096 -0.070 0.047 0.130 0.018
O 0.397733 -1.861297 -0.994397 -0.161 -0.134 0.194 -0.123
H 1.970657 3.218159 -3.498945 0.032 -0.023 -0.059 0.108
H 0.673698 2.610237 -1.464912 0.009 0.047 0.175 0.052
H 2.774596 -0.939653 -4.050651 0.009 -0.004 -0.006 0.124
N -1.709852 5.318570 0.459908 -0.492 0.246 -0.165 0.129
N -1.315491 4.085417 0.922634 0.161 -0.332 0.061 -0.287
N -1.153972 3.834152 2.198399 -0.039 0.142 -0.061 0.132
C -0.843485 2.545205 2.157656 0.152 -0.095 0.099 -0.201
N -0.819498 2.071050 0.910859 -0.110 -0.023 0.048 0.001
N -1.149705 3.066087 0.127253 0.034 0.414 -0.010 0.096
H -1.413901 6.016772 1.126229 0.155 0.001 0.065 0.095
H -1.298281 5.471485 -0.450781 0.138 -0.034 -0.026 0.100
H -0.613281 1.967946 3.035606 0.024 -0.031 -0.031 0.110
Cl 2.336795 2.668477 0.750989 -0.384 0.164 -0.110 0.693
C 2.654472 1.089393 1.406169 0.077 -0.373 0.030 -0.646
C 1.804499 -0.001029 1.141141 0.259 -0.045 0.262 -0.177
C 2.254543 -1.195874 1.749201 0.023 0.378 -0.001 -0.659
Cl 1.333889 -2.655181 1.612630 0.011 -0.306 -0.155 0.759
C 3.401760 -1.292183 2.540392 -0.016 -0.037 -0.025 -0.712
Cl 3.845219 -2.780117 3.291638 0.068 -0.102 0.045 0.652
C 4.198634 -0.177474 2.753753 -0.060 0.042 -0.050 -0.728
Cl 5.615696 -0.276078 3.726416 0.075 -0.026 0.050 0.655
C 3.821757 1.023866 2.175365 -0.067 -0.013 -0.031 -0.718
Cl 4.810206 2.415767 2.432797 0.055 0.039 0.039 0.647
```
Positions in Å, forces in eV/Å.

Multiplicity: 2
Net charge: -1
Energy relative to the best compared isomer or geometry (same formula, charge and spin), kcal per mole: 7.86
DFT total energy, eV: -154023.6335
Gap between HOMO and LUMO (alpha / beta), eV: 6.15 / 6.15

[3]
Entry from the OMol25 dataset: a gas-phase ion, C5H9O (charge +1) in a non-equilibrium geometry (ωB97M-V with the def2-TZVPD basis set).

```
15
Properties=species:S:1:pos:R:3:forces:R:3:lowdin_charge:R:1
C 1.609841 -0.924944 -1.165645 -1.318 0.994 0.661 0.189
C -1.146337 1.147161 -1.200180 -3.188 1.087 -0.233 0.177
C 0.747373 -0.077735 -0.622461 0.291 0.212 1.976 -0.224
C -0.707229 -0.460733 1.472189 -0.347 0.191 0.152 -0.086
C 0.493804 0.278099 0.866774 1.501 -1.669 0.074 -0.164
O -0.081692 0.661074 -1.539340 1.022 -0.558 -1.053 0.107
H 1.704468 -1.075485 -2.190091 -0.110 0.059 -1.776 0.081
H 2.199088 -1.586097 -0.600590 0.674 -0.371 1.094 0.092
H -1.809802 1.636938 -2.025299 1.479 -0.734 1.463 0.188
H -1.546571 1.010192 -0.151649 0.573 0.555 -1.372 0.122
H -0.994521 -0.164159 2.502379 0.805 -0.307 -0.467 0.110
H -0.623760 -1.526022 1.350266 0.070 -0.464 0.316 0.088
H -1.583915 -0.179721 0.910045 -0.572 -0.306 -0.050 0.038
H 0.248014 1.327870 1.038824 0.938 0.254 -0.321 0.118
H 1.491238 -0.066438 1.354778 -1.819 1.056 -0.463 0.163
```
Positions in Å, forces in eV/Å.

Net charge: +1
Energy relative to the best compared isomer or geometry (same formula, charge and spin), kcal per mole: 36.59
DFT total energy, eV: -7368.2541
Gap between HOMO and LUMO, eV: 9.06

[4]
Entry from the OMol25 dataset: a molecular structure, C37H59CaN4O3PSe4 in a non-equilibrium geometry (ωB97M-V with the def2-TZVPD basis set).

```
109
Properties=species:S:1:pos:R:3:forces:R:3:lowdin_charge:R:1
Ca 0.099590 -0.179799 0.170504 -1.614 -0.972 0.667 1.155
Se -4.809273 -0.285729 -0.665190 0.015 0.041 -0.494 -0.276
Se -4.011979 -0.836435 1.418187 -0.383 -0.109 0.528 -0.322
Se -3.148824 -2.982692 1.319100 -0.164 -0.461 -0.009 -0.186
Se -0.824922 -2.967698 1.567090 0.561 0.476 -0.074 -0.152
C 0.990483 -3.687218 -2.189300 0.007 0.244 0.147 -0.072
C 0.101732 -2.440632 -2.159610 -0.126 -0.081 -0.061 -0.412
C -1.379294 -2.824850 -2.134501 0.039 0.026 0.269 -0.076
C 0.345183 -1.505999 -3.320347 0.022 0.245 0.172 -0.145
C 0.351301 -2.062894 -4.580757 0.187 -0.051 -0.186 -0.077
C 0.497911 -1.297508 -5.726556 -0.078 -0.002 -0.167 -0.121
C 0.489055 0.073347 -5.576359 0.014 -0.226 -0.153 -0.094
C 0.417780 0.685963 -4.335871 -0.102 0.116 0.349 -0.145
C 0.235989 2.192669 -4.369442 0.060 0.099 0.007 -0.390
C 1.578002 2.854821 -4.714084 -0.213 0.066 0.244 -0.076
C -0.876461 2.625654 -5.335631 0.099 -0.010 0.193 -0.080
C 0.478916 -0.085758 -3.127266 0.205 -0.288 -1.085 -0.188
N 0.667417 0.359609 -1.862926 -0.436 -0.359 -0.425 -0.151
C 1.221460 1.555698 -1.482189 0.285 0.597 -0.650 -0.227
C 1.791703 1.774520 -0.276774 0.315 0.659 0.112 -0.270
N 1.880936 0.882645 0.764582 0.709 -0.142 0.568 -0.163
C 2.735385 1.097069 1.774189 0.643 0.333 0.649 -0.213
C 2.515552 0.465578 3.043297 0.067 -0.125 -0.261 -0.153
C 3.201192 0.867291 4.167758 0.050 0.114 0.078 -0.081
C 4.189136 1.840918 4.117814 0.163 0.037 0.101 -0.125
C 4.568609 2.299650 2.867983 -0.006 0.141 0.320 -0.091
C 3.908981 1.927176 1.711927 -0.230 -0.188 -0.305 -0.151
C 4.566220 2.272426 0.391365 0.134 0.054 -0.102 -0.393
C 5.964148 1.645788 0.312899 -0.236 0.004 -0.089 -0.076
C 4.659726 3.781811 0.144217 -0.137 -0.235 -0.134 -0.070
C 1.531548 -0.666359 3.174604 -0.077 0.128 0.228 -0.413
C 0.337942 -0.274510 4.041087 -0.117 -0.158 -0.255 -0.075
C 2.171547 -1.936596 3.740650 -0.160 0.047 -0.296 -0.075
H 0.873906 -4.250924 -1.262844 -0.059 -0.016 0.066 0.064
H 2.033122 -3.391246 -2.293106 0.131 -0.084 -0.013 0.065
H 0.730996 -4.345832 -3.017528 -0.051 -0.040 -0.067 0.065
H 0.338516 -1.908378 -1.233199 0.079 -0.440 -0.341 0.016
H -1.667950 -3.307402 -3.069670 0.047 -0.010 -0.098 0.077
H -2.008514 -1.940277 -2.009517 -0.104 -0.050 0.024 0.068
H -1.579416 -3.509491 -1.309506 -0.067 0.055 0.039 0.020
H 0.261015 -3.137096 -4.686702 -0.012 -0.048 0.077 0.098
H 0.549443 -1.753533 -6.708018 -0.012 -0.016 -0.002 0.079
H 0.502485 0.691399 -6.467039 0.027 0.042 -0.002 0.093
H -0.105422 2.529779 -3.390098 0.113 -0.056 -0.030 0.112
H 1.864283 2.612692 -5.737933 0.000 -0.017 -0.086 0.070
H 2.348470 2.461596 -4.052214 0.121 0.080 0.001 0.068
H 1.541785 3.940901 -4.605605 0.001 0.095 -0.041 0.069
H -0.641760 2.407208 -6.375920 0.038 -0.002 -0.078 0.057
H -1.049755 3.700206 -5.249886 -0.001 0.075 -0.005 0.068
H -1.800287 2.108726 -5.080265 -0.077 -0.011 -0.032 0.085
H 1.248370 2.410450 -2.148975 -0.115 0.072 0.125 0.078
H 2.109488 2.796877 -0.072952 -0.086 0.060 -0.099 0.097
H 2.963326 0.412915 5.122943 -0.056 -0.063 0.028 0.101
H 4.694575 2.170958 5.017295 0.033 -0.010 -0.007 0.077
H 5.434362 2.950419 2.798171 0.019 0.060 -0.074 0.098
H 3.966840 1.824525 -0.404636 0.177 0.111 0.068 0.094
H 6.657228 2.136607 0.995248 0.087 0.018 0.096 0.064
H 6.360102 1.734628 -0.699546 0.105 0.015 -0.100 0.067
H 5.910055 0.590878 0.573866 0.057 -0.124 -0.001 0.079
H 5.313183 4.255959 0.876687 0.055 0.046 0.076 0.066
H 3.677183 4.245555 0.218546 -0.039 0.077 -0.005 0.065
H 5.057606 3.979836 -0.852312 0.070 0.073 -0.063 0.072
H 1.156810 -0.903699 2.172838 0.109 -0.106 0.323 0.017
H 0.651551 -0.080152 5.069421 0.051 0.074 0.007 0.080
H -0.391636 -1.085027 4.039068 -0.136 0.012 0.007 0.057
H -0.125013 0.625212 3.636524 -0.020 0.059 0.071 0.041
H 2.410639 -1.817723 4.797439 0.042 0.019 0.064 0.072
H 3.086943 -2.172428 3.203056 0.175 -0.068 -0.022 0.065
H 1.466571 -2.762219 3.632216 -0.033 -0.112 0.077 0.046
C -3.302979 2.605700 5.356129 0.192 -0.161 -0.318 -0.074
C -2.778209 1.657981 4.284871 -0.244 -0.387 0.439 -0.314
O -2.446808 2.416704 3.145814 0.212 -0.007 -0.579 -0.311
P -1.908659 1.776904 1.700516 -0.288 0.682 0.271 0.809
O -2.668129 2.885305 0.787821 0.377 0.025 -0.199 -0.303
C -4.085089 2.916695 0.706830 -0.623 0.146 0.174 -0.341
C -4.648508 4.079107 1.516466 0.309 -0.131 -0.119 -0.076
O -0.440025 2.417709 1.599184 -0.016 -0.147 0.182 -0.353
C -0.149935 3.750035 1.992542 0.311 0.678 0.215 -0.278
C 0.767845 3.737205 3.205061 -0.168 -0.186 -0.316 -0.050
H -3.657091 2.032917 6.209829 -0.028 -0.034 0.135 0.069
H -4.121860 3.207878 4.968766 -0.111 0.003 -0.045 0.064
H -2.510675 3.277755 5.678087 0.070 0.090 0.079 0.069
H -3.541832 0.915524 4.027249 0.082 -0.013 0.020 0.094
H -1.900394 1.125289 4.663927 -0.090 -0.019 -0.011 0.093
H -4.514889 1.977577 1.065715 0.027 0.056 -0.200 0.018
H -4.347705 3.015472 -0.351528 0.036 -0.173 0.201 0.103
H -4.322332 3.997556 2.551020 -0.048 0.011 0.069 0.050
H -5.736065 4.068179 1.475242 -0.119 -0.011 -0.017 0.069
H -4.291268 5.027703 1.121044 0.031 0.154 -0.046 0.067
H -1.075508 4.288542 2.214855 0.057 -0.056 -0.113 0.103
H 0.345306 4.238345 1.147586 -0.081 -0.056 0.006 0.114
H 0.279476 3.227936 4.032158 -0.074 -0.030 0.151 0.071
H 1.021487 4.751851 3.510122 0.028 0.090 -0.006 0.073
H 1.674310 3.188652 2.963868 0.195 0.010 0.074 0.058
C 4.156858 -4.430605 1.287020 0.048 0.146 0.054 -0.033
C 3.944061 -3.294173 0.351910 0.081 -0.137 -0.050 -0.313
C 4.720335 -2.769070 -0.661569 -0.196 -0.104 0.217 -0.002
C 3.976566 -1.689149 -1.175579 0.022 -0.259 0.202 -0.353
N 2.838408 -1.571795 -0.519101 -0.546 0.537 -0.389 0.098
N 2.830910 -2.533983 0.395783 0.350 -0.353 0.135 0.052
C 4.349734 -0.783598 -2.294652 -0.209 0.112 0.070 -0.013
H 4.753850 -5.208625 0.816541 -0.038 -0.080 -0.028 0.071
H 3.197615 -4.841093 1.596016 -0.016 -0.137 0.056 0.080
H 4.688221 -4.091759 2.176297 0.006 -0.050 0.134 0.072
H 5.676620 -3.112711 -1.006805 0.168 -0.118 0.023 0.094
H 2.012416 -2.653574 0.984085 0.133 -0.108 -0.127 0.089
H 5.256040 -1.131444 -2.788427 0.000 -0.028 -0.030 0.071
H 4.524177 0.215783 -1.905958 0.050 0.215 -0.057 0.056
H 3.535432 -0.723778 -3.014066 -0.053 0.041 -0.127 0.076
```
Positions in Å, forces in eV/Å.

Net charge: -2
DFT total energy, eV: -340548.0534
Gap between HOMO and LUMO, eV: 5.03

Among the records above, which one has the lowest DFT total energy?
C37H59CaN4O3PSe4

Look up the net charge of the fourth one.
-2

Look up the DFT total energy of the third one.
-7368.2541 eV